The following is a quantum chemistry calculation of 5 unconnected molecules or ions with the total composition C5H20O5, from the OMol25 dataset.

Values from the calculation:
Orbital gap   9.99 eV
Energy above the lowest of the compared OMol25 structures with the same formula, charge and spin   2.244 eV
Calculated total energy   -578.58428 Eh
Structure (SMILES)   CO.CO.CO.CO.CO

Structure (XYZ):
```
30
Properties=species:S:1:pos:R:3:forces:R:3:mulliken_charge:R:1
C -8.332 19.573 2.362 -1.450 -0.089 -0.596 -0.70
O -7.546 20.630 2.852 -0.402 0.096 0.029 -0.59
H -9.256 19.993 1.964 0.226 0.555 -0.509 0.30
H -7.899 18.966 1.567 0.444 0.172 0.029 0.23
H -8.818 18.893 3.061 0.889 -0.180 0.934 0.31
H -6.636 20.362 2.999 0.227 -0.553 0.151 0.36
C -6.862 19.953 -1.240 -0.626 1.154 0.182 -0.48
O -6.127 20.601 -2.260 0.592 -0.633 -0.711 -0.54
H -7.371 20.805 -0.790 -0.380 -0.525 1.033 0.26
H -7.645 19.303 -1.631 0.357 -0.053 -0.369 0.32
H -6.232 19.404 -0.541 -0.017 -0.025 0.097 0.13
H -5.545 21.213 -1.804 0.070 0.087 -0.199 0.30
C -11.707 19.806 4.484 0.923 -0.425 0.407 -0.34
O -13.000 19.335 4.171 0.054 0.518 -0.008 -0.52
H -11.656 20.626 5.200 -0.481 0.362 -0.069 0.24
H -11.151 19.015 4.987 -0.043 -0.262 -0.259 0.27
H -11.175 20.097 3.578 0.179 0.041 0.027 0.06
H -13.315 20.016 3.573 -0.617 -0.201 -0.094 0.31
C -4.159 19.876 2.201 0.791 0.362 -1.079 -0.50
O -5.128 19.439 3.086 -0.849 -0.458 0.856 -0.49
H -3.840 19.118 1.486 -0.024 -0.323 0.041 0.27
H -4.636 20.654 1.604 0.188 0.196 0.101 0.19
H -3.264 20.263 2.687 -0.044 0.184 0.110 0.29
H -4.817 18.772 3.703 0.173 0.015 -0.090 0.26
C -9.256 23.370 4.465 0.834 -0.371 0.820 -0.58
O -8.999 22.945 3.155 -1.237 0.955 -0.643 -0.46
H -10.042 24.111 4.604 -0.109 0.067 -0.961 0.28
H -9.556 22.553 5.122 0.052 -0.358 0.070 0.21
H -8.359 23.816 4.894 0.140 0.097 0.229 0.28
H -8.266 22.330 3.077 0.140 -0.405 0.471 0.33
```
Positions in Å, forces in eV/Å.